Density functional theory data (ωB97M-V with the def2-TZVPD basis set) for a structure of composition C31H63N3O7.

XYZ file:
```
104
Properties=species:S:1:pos:R:3:forces:R:3:mulliken_charge:R:1
C -2.7923 -1.6176 0.3265 -0.17 1.21 -0.15 -0.74
C -2.9452 -0.3218 1.2597 1.40 3.38 -2.28 0.55
O -2.9659 0.8787 0.8255 -2.23 -3.38 -1.23 -0.47
O -2.6970 -0.5202 2.4199 -0.35 -2.69 3.81 -0.64
H -3.0169 -1.4507 -0.7270 -0.65 0.11 -0.17 0.29
H -3.3818 -2.4221 0.7663 0.18 -0.17 -0.15 0.47
H -1.7279 -1.8469 0.2773 0.05 -0.31 0.66 -0.35
C 0.4177 0.2715 0.2362 3.79 -3.01 5.89 1.24
C -0.1252 0.8068 1.5702 -2.72 1.69 -2.47 -1.48
O 0.1782 0.3175 2.6110 2.78 -3.00 3.49 -0.25
O -0.9623 1.7145 1.5199 0.92 2.64 -0.28 -0.65
H 0.4365 1.0413 -0.5353 3.88 -3.09 7.79 -0.34
H -0.0486 -0.6053 -0.2132 0.23 0.96 1.02 -0.43
H 1.4627 -0.0046 0.3772 -1.67 -0.34 2.32 0.03
C -4.3328 4.7581 -1.7393 -0.62 -0.37 0.55 -1.94
C -3.4293 3.8683 -2.6568 1.85 1.41 1.01 1.65
C -2.2116 4.8678 -3.1098 -0.74 -0.95 -0.63 -1.32
C -0.9174 4.1639 -3.6855 -2.12 -0.82 1.00 -0.83
C -0.5188 3.0722 -2.6365 0.38 2.51 -1.17 -1.51
C -1.5253 2.0586 -2.1965 -2.07 -0.91 -0.51 2.26
N -2.8048 2.7678 -1.8392 0.52 1.65 0.19 0.18
O -3.7166 1.9989 -1.1181 -0.11 1.17 -1.09 -0.22
C -1.8024 0.9983 -3.2801 -0.50 0.07 -0.75 -1.84
C -0.7469 1.3557 -1.0260 -5.37 5.00 -4.32 0.34
C -4.1986 3.4135 -3.8896 0.20 -0.87 -0.06 -1.59
H -3.9109 4.9584 -0.7544 0.35 -0.46 -0.04 0.44
H -5.3214 4.3353 -1.5603 0.13 -0.81 0.16 0.35
H -4.6749 5.7424 -2.0591 0.75 0.31 -1.08 0.37
H -2.6847 5.4915 -3.8682 0.06 0.11 -0.36 0.54
H -2.0403 5.5750 -2.2982 0.48 -0.41 0.32 0.41
H -0.1130 4.8516 -3.9463 0.08 0.16 0.47 0.46
H -1.1908 3.7003 -4.6334 -0.14 -0.18 -0.19 0.32
H -0.3236 3.6908 -1.7606 0.49 -0.27 0.35 0.55
H 0.4059 2.6198 -2.9948 0.09 -0.28 0.25 -0.10
H -1.0809 0.1881 -3.1743 -1.50 0.65 -0.50 0.34
H -2.7918 0.5452 -3.3419 -0.40 0.04 0.94 0.33
H -1.7733 1.4174 -4.2859 0.58 0.25 -0.42 0.40
H 0.3083 1.2521 -1.2789 -2.54 2.21 -8.17 -0.06
H -0.6227 2.1079 -0.2470 -1.08 0.11 0.26 0.78
H -1.1110 0.4425 -0.5551 -1.34 1.23 -1.53 -1.21
H -3.5314 2.6926 -4.3621 -0.22 0.05 -0.55 0.39
H -4.5025 4.1905 -4.5910 0.32 0.30 0.06 0.39
H -5.1222 2.8848 -3.6540 -0.01 -0.15 0.36 0.31
H -4.1072 1.3828 -1.7422 -0.17 -0.64 -0.28 0.30
C 1.0177 -2.2511 -0.5991 0.49 -0.67 -0.39 -2.45
C 2.0229 -1.5476 -1.5354 -0.75 -0.93 -0.17 3.68
C 3.2616 -2.4072 -1.7021 0.56 -1.07 -2.13 -1.04
C 3.1255 -3.5926 -2.6879 -0.91 0.70 0.87 -0.93
C 2.6371 -3.1669 -4.1307 0.96 0.13 2.81 -0.99
C 1.3004 -2.3612 -4.0355 -0.68 -0.45 1.06 1.53
N 1.3739 -1.2605 -2.8968 2.51 -2.39 -1.34 -0.62
O 0.3811 -0.2247 -2.9759 3.46 -2.72 0.17 -0.04
C 1.0261 -1.7195 -5.3842 1.22 2.25 0.21 -1.92
C 0.1245 -3.3445 -3.8699 -0.86 0.53 1.46 -1.84
C 2.5965 -0.2835 -0.9493 1.12 2.31 -2.32 -3.33
H 1.0336 -3.3402 -0.5588 0.48 -0.32 -0.60 0.46
H 1.2622 -1.9270 0.4124 -0.78 -0.09 -0.02 0.31
H 0.0372 -1.9833 -0.9929 -0.02 -0.28 0.72 0.56
H 4.0867 -1.8598 -2.1580 0.02 0.68 0.22 0.44
H 3.6403 -2.7744 -0.7483 -0.34 0.09 0.21 0.33
H 4.0909 -4.0968 -2.6439 0.05 -0.18 -0.63 0.48
H 2.4143 -4.2633 -2.2059 -0.24 -0.38 -0.41 0.35
H 2.6367 -4.1398 -4.6222 -0.81 0.33 -0.74 0.40
H 3.4530 -2.5699 -4.5380 -0.13 0.25 -0.31 0.39
H 1.2083 -2.3725 -6.2377 -0.37 -0.11 0.17 0.42
H 1.7350 -0.8942 -5.4506 0.88 -0.10 -0.32 0.47
H 0.1613 -1.0612 -5.4672 -0.87 -1.00 0.15 0.32
H -0.7177 -2.7644 -3.4928 -0.46 0.55 -0.91 0.32
H 0.0720 -4.0236 -3.0189 1.20 -0.62 -0.10 0.33
H -0.1170 -3.8472 -4.8064 -0.05 -0.04 0.13 0.47
H 3.0845 -0.2642 0.0252 0.00 -0.80 -0.12 0.16
H 3.3346 0.0645 -1.6720 0.55 -0.10 -0.28 0.59
H 1.8655 0.5228 -0.8903 1.17 -0.27 -0.87 1.13
H 1.0250 0.4211 -3.2760 -0.68 1.05 -0.09 0.37
C 2.2413 0.1831 6.5386 0.07 -0.44 1.34 -1.92
C 1.4700 0.4510 5.2980 -0.60 -0.08 -2.39 1.93
C 2.4194 0.2865 4.1425 2.17 -0.47 -1.04 -1.64
C 2.7677 -1.1838 3.8632 -1.04 -0.72 0.36 -1.01
C 1.4243 -2.0094 3.6133 2.01 0.05 -0.70 -0.21
C 0.4040 -1.9754 4.7690 1.17 1.14 -0.10 2.20
N 0.3201 -0.4948 5.0823 1.35 0.08 -0.85 1.08
O -0.6943 -0.1239 5.8981 -1.24 -0.26 0.95 -0.67
C -0.9167 -2.4901 4.2477 -1.52 -0.02 0.95 -2.13
C 0.8793 -2.8169 6.0299 0.10 0.36 -0.17 -1.71
C 1.1019 1.9430 5.2085 -1.27 0.49 -0.08 -1.90
H 2.7933 -0.7517 6.4410 -0.14 -0.10 0.30 0.33
H 1.5230 0.1413 7.3573 0.13 -0.24 0.47 0.35
H 2.9612 0.9610 6.7931 -0.02 0.19 -0.17 0.45
H 2.1947 0.7996 3.2074 -1.14 -0.54 0.21 0.32
H 3.2974 0.8822 4.3923 0.76 -0.27 0.61 0.71
H 3.3392 -1.7020 4.6333 -0.36 0.23 1.18 0.56
H 3.5637 -1.3449 3.1362 -0.59 0.41 -1.21 0.46
H 1.7407 -3.0193 3.3521 -0.08 -0.60 0.52 0.60
H 0.9962 -1.6560 2.6752 -0.42 0.50 0.52 -1.25
H -0.9969 -3.5772 4.2541 0.79 -0.32 -0.66 0.35
H -1.7156 -2.3266 4.9711 -0.01 0.63 0.47 0.43
H -1.3470 -2.0206 3.3631 0.52 0.16 -0.32 0.24
H 0.4350 -3.7846 6.2630 -0.72 -0.03 -0.60 0.49
H 1.9344 -3.0850 5.9762 0.29 0.53 0.02 0.33
H 0.6918 -2.2184 6.9214 0.25 0.06 0.20 0.18
H 0.2384 2.2855 5.7787 -0.05 -0.44 0.46 0.36
H 0.8210 2.2452 4.1996 0.08 -0.44 -0.23 0.31
H 1.9338 2.5749 5.5196 0.33 -0.20 0.06 0.38
H -0.4348 -0.4730 6.7539 -0.33 -0.06 0.97 0.30
```
Positions in Å, forces in eV/Å.

## Properties
**Energy relative to the best compared isomer or geometry (same formula, charge and spin)**: 413.5 kcal per mole
**Lowest unoccupied orbital energy**: 4.0 eV
**Total charge**: -2